# 1
{
  "formula": "C40H53N10O5P",
  "method": "ωB97M-V/def2-TZVPD",
  "symbols": ["O", "H", "H", "H", "P", "O", "O", "O", "O", "N", "C", "C", "C", "C", "H", "H", "H", "H", "H", "N", "C", "C", "C", "C", "H", "H", "H", "H", "H", "N", "C", "C", "C", "C", "H", "H", "H", "H", "H", "N", "C", "C", "C", "C", "H", "H", "H", "H", "H", "N", "C", "C", "C", "C", "H", "H", "H", "H", "H", "N", "C", "C", "C", "C", "H", "H", "H", "H", "H", "N", "C", "C", "C", "C", "H", "H", "H", "H", "H", "N", "C", "C", "C", "C", "H", "H", "H", "H", "H", "N", "C", "C", "C", "C", "H", "H", "H", "H", "H", "N", "C", "C", "C", "C", "H", "H", "H", "H", "H"],
  "xyz": [[39.91100, 12.03600, 28.50800], [40.80000, 12.48100, 28.79400], [39.29200, 12.55900, 27.92500], [39.40000, 12.06200, 29.34800], [37.53400, 13.89100, 29.23000], [38.39600, 14.92300, 29.67600], [38.08600, 12.61100, 29.97300], [37.96300, 13.39200, 27.89300], [36.17500, 13.87600, 29.49000], [35.05900, 13.00200, 31.71400], [33.71600, 12.81500, 31.53300], [33.16600, 12.56800, 32.78200], [34.46000, 12.41100, 33.60600], [35.57100, 12.85700, 32.92300], [35.73000, 13.33300, 30.89100], [33.29400, 13.07400, 30.51300], [32.15400, 12.38600, 32.93100], [34.38300, 11.91200, 34.55500], [36.54100, 13.18100, 33.07200], [38.79900, 17.60900, 29.00100], [38.13600, 18.69700, 29.63800], [38.56900, 19.81300, 29.10100], [39.48300, 19.40400, 27.91700], [39.56000, 17.98300, 28.01700], [38.52600, 16.61100, 29.31100], [37.49000, 18.52000, 30.40900], [38.38300, 20.90400, 29.30400], [40.00300, 20.03200, 27.42500], [40.15500, 17.36200, 27.38700], [34.85100, 16.11800, 29.86500], [34.88300, 17.08400, 28.91200], [34.24200, 18.11800, 29.40800], [33.80000, 17.76200, 30.82300], [34.20000, 16.46200, 30.95000], [35.37400, 15.17100, 29.79500], [35.34300, 16.84000, 27.98500], [34.08800, 18.94300, 28.84500], [33.17200, 18.34100, 31.39500], [34.11500, 15.64400, 31.71600], [38.72900, 16.26000, 31.79500], [39.92300, 16.98900, 31.98400], [39.77500, 17.59300, 33.22300], [38.53200, 16.96900, 33.82700], [37.85700, 16.24400, 32.85600], [38.43800, 15.65300, 31.01200], [40.48300, 16.92200, 31.21600], [40.45700, 18.32500, 33.53300], [38.25500, 17.32200, 34.92300], [37.12500, 15.79800, 32.95000], [37.06600, 14.97000, 26.02400], [37.14800, 16.23900, 25.90700], [36.40800, 16.64800, 24.87700], [35.85500, 15.32000, 24.25900], [36.21700, 14.35800, 25.11500], [37.43200, 14.34900, 26.82400], [37.76400, 16.99200, 26.69400], [36.19400, 17.78000, 24.80500], [35.31300, 15.26800, 23.32800], [36.00200, 13.29000, 25.08200], [38.94400, 12.40200, 32.34400], [39.85600, 13.17000, 32.91900], [40.15000, 12.72300, 34.16600], [39.39500, 11.46100, 34.41600], [38.69800, 11.30900, 33.22600], [38.58700, 12.43300, 31.26600], [40.14600, 13.81000, 32.25600], [40.64400, 13.21000, 35.00100], [39.55000, 10.61800, 35.15700], [37.99700, 10.60500, 33.01300], [37.99500, 11.66200, 26.02100], [37.15100, 10.63000, 26.02300], [37.27100, 9.87200, 24.86700], [38.27000, 10.66600, 24.10600], [38.56800, 11.72700, 24.88800], [37.99400, 12.48300, 26.84200], [36.45600, 10.39100, 26.71700], [36.66400, 8.94200, 24.38700], [38.58900, 10.65700, 23.09100], [39.12600, 12.66300, 24.83500], [40.82600, 14.63000, 29.10600], [41.20000, 14.57400, 27.74100], [42.54500, 14.62500, 27.62000], [43.03400, 14.93800, 29.00000], [42.01800, 14.71800, 29.86400], [39.63100, 14.53300, 29.59500], [40.35400, 14.55300, 26.88900], [43.08400, 14.55500, 26.75500], [44.19800, 14.87800, 29.07300], [42.02300, 14.55300, 30.93000], [37.19900, 10.28100, 29.94400], [36.06700, 9.67700, 30.48000], [36.07600, 8.34900, 30.29200], [37.31200, 8.09600, 29.40200], [37.91600, 9.24500, 29.33100], [37.66000, 11.32300, 30.13700], [35.36500, 10.30100, 31.02100], [35.42000, 7.49100, 30.62600], [37.40800, 7.05000, 28.93800], [38.84400, 9.36000, 28.84900], [34.29600, 12.84400, 28.07700], [33.69700, 11.65200, 28.39500], [32.48100, 11.66300, 27.60800], [32.53500, 12.95200, 26.79800], [33.69700, 13.65300, 27.17200], [35.12800, 13.38100, 28.61600], [34.17100, 10.90600, 29.20000], [31.77800, 10.76000, 27.65100], [31.67100, 13.03400, 26.16300], [33.97200, 14.56300, 27.05100]],
  "gap_ev": 7.8,
  "lumo_energy_ev": 4.29,
  "e_tot_ev": -76757.0634,
  "e_homo_ev": -3.4752,
  "e_above_lowest_kcal_mol": 38.9,
  "multiplicity": 1,
  "total_charge": -2
}

# 2
{
  "formula": "C40H54BN10",
  "method": "ωB97M-V/def2-TZVPD",
  "symbols": ["B", "H", "H", "H", "H", "N", "C", "C", "C", "C", "H", "H", "H", "H", "H", "N", "C", "C", "C", "C", "H", "H", "H", "H", "H", "N", "C", "C", "C", "C", "H", "H", "H", "H", "H", "N", "C", "C", "C", "C", "H", "H", "H", "H", "H", "N", "C", "C", "C", "C", "H", "H", "H", "H", "H", "N", "C", "C", "C", "C", "H", "H", "H", "H", "H", "N", "C", "C", "C", "C", "H", "H", "H", "H", "H", "N", "C", "C", "C", "C", "H", "H", "H", "H", "H", "N", "C", "C", "C", "C", "H", "H", "H", "H", "H", "N", "C", "C", "C", "C", "H", "H", "H", "H", "H"],
  "xyz": [[19.68300, 18.04500, 5.22900], [20.02700, 19.21400, 5.30000], [18.48200, 18.06300, 5.11200], [20.12600, 17.61100, 4.12300], [20.19400, 17.07100, 6.07000], [24.61200, 18.14400, 5.52700], [23.92100, 19.35500, 5.52500], [24.93700, 20.35500, 6.04500], [26.28500, 19.63800, 6.26800], [25.99400, 18.18500, 5.73900], [24.14700, 17.25200, 5.30900], [22.81300, 19.50100, 5.41900], [24.71900, 21.39300, 6.24100], [27.06200, 19.99700, 6.65500], [26.62900, 17.23300, 5.62000], [19.96100, 13.32800, 1.30800], [19.50800, 13.70000, 0.10300], [19.19300, 15.13400, 0.09000], [19.72800, 15.69500, 1.35300], [20.31600, 14.47300, 2.09100], [20.01500, 12.43700, 1.68600], [19.38400, 13.03000, -0.60200], [18.72300, 15.61300, -0.61800], [19.43100, 16.75600, 1.71600], [20.50000, 14.16600, 3.03000], [16.17200, 14.03700, 6.09600], [17.24500, 14.47400, 5.18600], [17.40100, 13.43800, 4.16200], [16.51400, 12.31800, 4.54900], [15.82000, 12.77200, 5.84700], [15.88700, 14.67500, 6.64800], [17.83300, 15.26900, 5.30200], [17.92000, 13.19900, 3.25000], [16.17400, 11.29200, 4.05900], [15.21200, 12.24000, 6.55500], [17.56300, 21.21200, 1.74300], [17.09300, 22.57500, 1.57700], [17.09000, 23.08700, 2.98500], [17.31100, 21.91900, 3.89500], [17.75900, 20.83200, 3.00400], [17.35300, 20.55100, 1.01100], [16.93100, 22.90200, 0.54600], [16.91000, 24.20000, 3.31500], [17.38400, 22.01400, 4.93200], [18.04200, 19.81000, 3.15600], [21.07300, 22.15800, 8.46100], [21.03100, 22.18800, 7.08300], [20.89700, 23.45000, 6.46800], [20.98600, 24.32200, 7.73400], [21.21200, 23.39100, 8.94800], [21.34200, 21.29100, 9.05000], [20.96400, 21.00400, 6.81100], [20.85200, 23.69700, 5.36300], [21.17800, 25.46600, 7.58600], [21.20000, 23.23900, 10.02300], [22.56100, 15.85700, 4.39400], [23.29700, 16.14700, 3.32300], [24.57700, 15.31100, 3.33500], [24.50100, 14.45300, 4.53500], [23.12500, 14.83800, 5.22700], [21.81800, 16.24800, 4.32900], [22.95000, 16.80700, 2.44400], [25.51200, 15.21500, 2.67800], [24.87800, 13.58200, 4.99800], [22.59300, 14.43300, 5.95800], [21.24300, 20.38700, 1.18000], [21.29200, 19.08100, 1.69200], [21.52500, 18.27000, 0.49900], [21.64600, 19.13700, -0.78400], [21.44400, 20.59100, -0.13600], [21.07700, 21.08800, 1.97700], [21.23400, 18.83400, 2.65800], [21.75700, 17.26400, 0.70700], [21.90600, 18.91100, -1.81700], [21.30600, 21.62400, -0.47200], [20.78100, 19.16000, 8.51300], [20.02600, 19.61600, 9.62500], [21.04800, 20.06300, 10.69500], [22.43300, 19.77100, 10.14200], [22.21100, 19.19700, 8.65900], [20.43400, 18.79700, 7.54400], [18.98100, 19.42400, 9.74500], [20.89500, 20.45500, 11.70300], [23.29900, 19.90600, 10.53100], [22.68500, 18.89400, 7.85700], [20.39200, 22.44600, 2.35700], [21.48300, 21.94800, 3.12100], [22.74900, 22.70000, 2.62800], [22.30900, 23.78800, 1.66900], [20.69800, 23.51800, 1.44800], [19.35200, 22.09500, 2.22700], [21.44500, 21.20000, 4.08500], [23.64000, 22.71200, 3.05200], [22.89200, 24.41500, 1.15900], [19.98700, 24.23600, 1.02100], [20.91600, 13.15600, 8.67400], [20.60400, 14.56300, 8.55900], [20.87800, 15.22900, 9.84300], [21.46300, 14.15400, 10.65400], [21.40400, 12.89200, 9.99600], [20.64100, 12.52800, 7.90100], [20.14700, 14.93400, 7.53800], [20.92600, 16.31900, 10.15000], [21.77000, 14.28500, 11.76400], [21.60300, 11.81600, 10.35500]],
  "gap_ev": 7.5,
  "lumo_energy_ev": 2.44,
  "e_tot_ev": -57908.1339,
  "e_homo_ev": -5.0795,
  "e_above_lowest_kcal_mol": 141.3,
  "multiplicity": 1,
  "total_charge": -1
}